Arrangement A

Here is 7 unconnected molecules or ions with the total composition H16NO6 from the Open Molecules 2025 dataset. Energies are from the ωB97M-V functional and the def2-TZVPD basis.

Summary:
- Kohn-Sham gap: 11.5 eV
- HOMO level: -14.546 eV
- Total charge: +1

Last columns: bonded neighbours and bond lengths (Å).
Cartesian coordinates (Å):
1 N -0.765 -0.311 -0.074  H2 1.076, H3 1.116, H4 0.908, H5 0.871
2 H 0.076 0.038 -0.647  N1 1.076
3 H -0.497 -1.181 0.571  N1 1.116
4 H -1.431 -0.389 -0.686  N1 0.908
5 H -1.037 0.269 0.516  N1 0.871
6 O -0.713 2.881 0.757  H7 0.880, H8 0.974
7 H -0.924 3.669 1.088  O6 0.880
8 H 0.206 2.972 1.068  O6 0.974
9 O 2.725 0.453 0.541  H10 0.935, H11 1.043
10 H 3.355 1.142 0.496  O9 0.935
11 H 2.818 -0.175 -0.286  O9 1.043
12 O 1.288 -1.673 -2.030  H13 1.072, H14 0.885
13 H 1.608 -1.688 -3.053  O12 1.072
14 H 0.560 -2.153 -2.184  O12 0.885
15 O 0.001 -1.094 2.944  H16 0.870, H17 0.831
16 H 0.031 -1.963 2.919  O15 0.870
17 H 0.742 -0.754 3.105  O15 0.831
18 O -3.184 -2.240 -0.385  H19 0.982, H20 1.019
19 H -3.231 -2.622 0.518  O18 0.982
20 H -3.392 -3.014 -1.015  O18 1.019
21 O 0.470 2.273 -1.539  H22 0.874, H23 1.000
22 H 0.009 2.726 -0.951  O21 0.874
23 H 1.280 2.845 -1.667  O21 1.000


Arrangement B

Here is 7 unconnected molecules or ions with the total composition H16NO6 from the Open Molecules 2025 dataset. Energies are from the ωB97M-V functional and the def2-TZVPD basis.

Summary:
- Kohn-Sham gap: 11.2 eV
- HOMO level: -14.879 eV
- Total charge: +1

Last columns: bonded neighbours and bond lengths (Å).
Cartesian coordinates (Å):
1 N -0.554 0.292 -0.333  H2 1.001, H3 1.050, H4 1.048, H5 1.046
2 H -1.350 -0.310 -0.416  N1 1.001
3 H -0.418 0.562 0.673  N1 1.050
4 H -0.957 1.199 -0.669  N1 1.048
5 H 0.244 -0.096 -0.886  N1 1.046
6 O 1.297 -1.971 -2.226  H7 1.045, H8 1.067
7 H 1.797 -1.579 -1.396  O6 1.045
8 H 1.743 -2.919 -2.426  O6 1.067
9 O 1.589 -0.694 2.664  H10 0.929, H11 0.900
10 H 1.650 0.076 3.180  O9 0.929
11 H 0.709 -0.825 2.802  O9 0.900
12 O 1.436 2.734 0.489  H13 1.082, H14 0.956
13 H 2.167 2.549 1.265  O12 1.082
14 H 1.932 2.867 -0.317  O12 0.956
15 O -1.522 -0.087 3.571  H16 0.909, H17 0.948
16 H -2.247 -0.236 3.043  O15 0.909
17 H -1.174 0.777 3.394  O15 0.948
18 O 0.326 1.869 -2.857  H19 1.015, H20 0.955
19 H 0.469 2.864 -2.716  O18 1.015
20 H -0.573 1.674 -3.114  O18 0.955
21 O -1.988 -2.624 -1.046  H22 1.089, H23 0.988
22 H -2.969 -3.053 -0.845  O21 1.089
23 H -1.618 -3.076 -1.843  O21 0.988


Most stable pick: arrangement B. Distance to second place: 27.8 kcal/mol.


Arrangement A

Here is 7 unconnected molecules or ions with the total composition H16NO6 from the Open Molecules 2025 dataset. Energies are from the ωB97M-V functional and the def2-TZVPD basis.

Summary:
- Kohn-Sham gap: 11.2 eV
- HOMO level: -14.264 eV
- Total charge: +1

Last columns: bonded neighbours and bond lengths (Å).
Cartesian coordinates (Å):
1 N 15.881 15.872 -2.847  H2 1.033, H3 1.028, H4 1.052, H5 1.044
2 H 16.385 16.433 -2.141  N1 1.033
3 H 14.876 15.891 -2.634  N1 1.028
4 H 16.276 14.896 -2.841  N1 1.052
5 H 16.075 16.263 -3.795  N1 1.044
6 O 16.364 16.538 -5.482  H7 0.968, H8 0.967
7 H 16.953 16.023 -6.052  O6 0.968
8 H 15.638 16.808 -6.060  O6 0.967
9 O 13.760 13.722 -1.226  H10 0.964, H11 0.964
10 H 13.954 14.230 -0.430  O9 0.964
11 H 14.266 12.907 -1.122  O9 0.964
12 O 17.199 13.532 -2.661  H13 0.965, H14 0.966
13 H 17.629 13.202 -1.862  O12 0.965
14 H 17.545 12.978 -3.373  O12 0.966
15 O 13.188 16.627 -2.296  H16 0.965, H17 0.964
16 H 12.862 16.649 -3.204  O15 0.965
17 H 12.651 17.280 -1.831  O15 0.964
18 O 17.241 17.342 -0.833  H19 0.965, H20 0.964
19 H 17.327 18.281 -1.036  O18 0.965
20 H 17.835 17.199 -0.087  O18 0.964
21 O 18.593 18.153 -4.395  H22 0.966, H23 0.963
22 H 17.899 17.670 -4.862  O21 0.966
23 H 18.145 18.905 -3.994  O21 0.963


Arrangement B

Here is 7 unconnected molecules or ions with the total composition H16NO6 from the Open Molecules 2025 dataset. Energies are from the ωB97M-V functional and the def2-TZVPD basis.

Summary:
- Kohn-Sham gap: 11.0 eV
- HOMO level: -14.077 eV
- Total charge: +1

Last columns: bonded neighbours and bond lengths (Å).
Cartesian coordinates (Å):
1 N 0.317 0.146 0.467  H2 0.929, H3 0.974, H4 1.138, H5 1.016
2 H -0.391 0.678 0.749  N1 0.929
3 H 1.193 0.559 0.569  N1 0.974
4 H 0.135 -0.026 -0.643  N1 1.138
5 H 0.234 -0.763 0.913  N1 1.016
6 O -3.003 0.110 -1.744  H7 0.911, H8 0.944
7 H -3.109 0.040 -2.646  O6 0.911
8 H -2.592 -0.699 -1.484  O6 0.944
9 O 1.985 -2.825 0.532  H10 1.031, H11 0.928
10 H 2.646 -3.455 1.012  O9 1.031
11 H 2.368 -2.464 -0.232  O9 0.928
12 O -0.209 0.335 3.284  H13 0.972, H14 0.879
13 H -1.009 -0.173 3.502  O12 0.972
14 H -0.018 0.729 4.046  O12 0.879
15 O 1.054 1.435 -1.977  H16 0.992, H17 0.898
16 H 0.742 2.321 -2.298  O15 0.992
17 H 1.074 1.092 -2.806  O15 0.898
18 O -1.107 -1.947 -1.246  H19 0.982, H20 0.979
19 H -1.620 -2.725 -0.937  O18 0.982
20 H -0.436 -2.288 -1.871  O18 0.979
21 O 0.473 3.040 0.814  H22 1.001, H23 0.828
22 H 1.069 3.181 1.605  O21 1.001
23 H 0.205 3.700 0.390  O21 0.828


Most stable pick: arrangement A. Distance to second place: 52.3 kcal/mol.